The following is a DFT calculation (ωB97M-V/def2-TZVPD) of 5 unconnected molecules or ions with the total composition H10O5.

Geometry as XYZ:
```
15
Properties=species:S:1:pos:R:3
O -1.01215 1.57155 0.77501
H -1.79282 1.44961 1.32698
H -0.49778 0.76866 0.91564
O 0.12942 -0.95533 -0.79351
H -0.75370 -0.87974 -1.17217
H -0.00349 -0.78925 0.14656
O -1.45178 -0.71549 -3.22599
H -2.25586 -0.77312 -2.69767
H -1.74281 -0.92797 -4.11993
O 3.03272 3.34889 0.59697
H 3.72214 3.18521 1.25034
H 2.59478 4.14717 0.91311
O 0.06371 -3.50123 1.86905
H -0.15088 -2.67736 1.41720
H 0.11851 -3.25162 2.79839
```

Summary:
Strongest force on any atom (Eh/bohr): 0.0103
SMILES string: O.O.O.O.O
Gap between HOMO and LUMO (eV): 11.538
E (eV): -10399.089


The following is a DFT calculation (ωB97M-V/def2-TZVPD) of 2 unconnected molecules or ions with the total composition C2H7NO in a non-equilibrium geometry.

Geometry as XYZ:
```
11
Properties=species:S:1:pos:R:3
C 2.80031 0.36299 0.13393
H 3.79542 0.35194 0.49573
H 2.12382 -0.45501 0.41751
H 2.49819 1.47346 0.41262
H 2.87309 0.33625 -0.91619
C -2.45174 -0.73232 0.41036
N -2.26949 0.02187 -0.64316
O -1.70445 -0.84781 1.36108
H -3.40460 -1.27451 0.42005
H -2.74513 0.01988 -1.62928
H -1.51541 0.74326 -0.46265
```

Summary:
Strongest force on any atom (Eh/bohr): 0.0820
Multiplicity: 2
Net charge: +1
Gap between HOMO and LUMO (alpha / beta) (eV): 10.225 / 5.210
E (eV): -5714.404


The following is a DFT calculation (ωB97M-V/def2-TZVPD) of 7 unconnected molecules or ions with the total composition H14O7.

Geometry as XYZ:
```
21
Properties=species:S:1:pos:R:3
O -0.09785 0.35214 -0.03811
H -0.82807 0.25066 0.58275
H -0.13991 -0.44276 -0.58157
O -2.85768 -1.45702 1.85254
H -2.53141 -2.04009 2.54721
H -2.06445 -1.02273 1.51911
O 2.18572 -1.39339 -1.19907
H 1.95902 -0.61821 -0.67304
H 1.42162 -1.97310 -1.10377
O 4.63402 -0.84320 1.61153
H 4.01739 -1.58397 1.61628
H 4.07688 -0.07539 1.44114
O 2.60991 3.29385 -0.99070
H 1.74021 3.06493 -1.33742
H 2.78881 2.60966 -0.33582
O -3.29237 2.84521 0.29551
H -3.69148 3.17654 -0.51685
H -3.67784 3.39469 0.98723
O -1.75708 -2.35846 -2.05191
H -2.56884 -1.90096 -1.80548
H -1.92658 -3.27840 -1.81959
```

Summary:
Strongest force on any atom (Eh/bohr): 0.0076
SMILES string: O.O.O.O.O.O.O
Gap between HOMO and LUMO (eV): 11.312
E (eV): -14559.214


The following is a DFT calculation (ωB97M-V/def2-TZVPD) of a molecular structure, C7H12 in a non-equilibrium geometry.

Geometry as XYZ:
```
19
Properties=species:S:1:pos:R:3
C -2.06670 0.67569 0.67939
C -1.89213 -0.06388 -0.64325
C -0.36489 -0.23992 -0.59944
C 0.49380 -0.93093 -1.66912
C 1.79761 -0.77341 -0.98788
C 2.28829 -0.32981 0.03020
C 2.38918 0.30920 1.32770
H -2.57742 0.12392 1.46039
H -0.49930 0.88778 1.53562
H -2.33641 1.72319 0.59161
H -2.39479 -1.04515 -0.69451
H -2.19298 0.50515 -1.54026
H -0.17619 -0.75700 0.34572
H 0.03206 0.77236 -0.47276
H 0.20487 -1.97694 -1.81084
H 0.44014 -0.41398 -2.63214
H 1.10781 0.68942 1.65604
H 3.00466 1.21981 1.31091
H 2.74238 -0.37551 2.11261
```

Summary:
Strongest force on any atom (Eh/bohr): 0.0752
Gap between HOMO and LUMO (eV): 9.408
E (eV): -7447.254


The following is a DFT calculation (ωB97M-V/def2-TZVPD) of a molecular structure, C27H25AgN4OS2 in a non-equilibrium geometry.

Geometry as XYZ:
```
60
Properties=species:S:1:pos:R:3
Ag -0.40109 -1.38466 0.79156
S -2.45650 -2.53865 0.95832
C -3.31076 -1.20598 0.26880
N -4.30647 -1.33647 -0.64028
N -4.51841 -2.63452 -0.93108
C -4.29910 -3.12415 -2.21120
C -4.17794 -2.29690 -3.32887
C -4.13730 -2.89435 -4.56725
C -4.36539 -4.25650 -4.70178
C -4.47425 -5.07989 -3.61589
C -4.50309 -4.50224 -2.36468
N -2.94401 0.07548 0.56654
N -3.60166 0.94666 -0.10798
C -3.24299 2.25993 -0.11821
C -2.15600 2.83343 0.59887
C -1.88002 4.16789 0.41923
C -2.44094 4.91306 -0.66314
C -3.44940 4.30584 -1.36501
C -3.99528 3.13399 -0.96446
H -4.55170 -3.32124 -0.17990
H -4.04866 -1.24663 -3.24187
H -3.85532 -2.35554 -5.48592
H -4.35678 -4.77827 -5.62742
H -4.43096 -6.12942 -3.81449
H -4.61144 -5.08521 -1.48325
H -1.65397 2.21962 1.32020
H -1.15407 4.61495 1.04324
H -2.18953 5.92498 -0.79675
H -3.80314 4.73388 -2.29238
H -4.97393 2.74465 -1.33232
O 1.10171 -0.01567 0.44007
S 2.14946 0.12275 -0.73423
C 2.48138 1.95453 -0.66929
C 2.96146 2.51590 0.65725
C 4.27480 3.16484 0.76563
C 4.78154 3.45222 1.99971
C 4.11481 3.12192 3.18095
C 2.84353 2.60184 3.08554
C 2.26155 2.28342 1.84456
C 3.76558 -0.65477 -0.33253
C 3.80272 -1.48911 0.92714
C 3.98478 -0.79235 2.16684
C 3.80846 -1.44868 3.34436
C 3.58037 -2.84215 3.41728
C 3.60102 -3.50206 2.17596
C 3.61475 -2.86790 0.94248
H 1.52650 2.30320 -0.99678
H 3.31245 2.11727 -1.39395
H 4.86750 3.36639 -0.16663
H 5.78264 3.91806 1.97103
H 4.71404 3.26229 4.08640
H 2.38372 2.25335 3.99159
H 1.26286 1.84085 1.80731
H 4.49312 0.11182 -0.45135
H 3.77202 -1.34222 -1.24249
H 4.42385 0.22820 2.18044
H 3.82385 -0.92979 4.27013
H 3.60212 -3.39037 4.40060
H 3.61380 -4.57048 2.13175
H 3.58372 -3.47704 0.06764
```

Summary:
Strongest force on any atom (Eh/bohr): 0.0855
Gap between HOMO and LUMO (alpha / beta) (eV): 5.768 / 5.771
E (eV): -62077.022


The following is a DFT calculation (ωB97M-V/def2-TZVPD) of 15 unconnected molecules or ions with the total composition H29O15 in a non-equilibrium geometry.

Geometry as XYZ:
```
44
Properties=species:S:1:pos:R:3
O 2.37471 3.81270 -3.19841
H 3.26639 3.21897 -3.14068
H 2.28756 2.62049 -4.33071
O 0.03308 -0.90514 1.38636
H -0.54748 -0.65677 2.08224
H -0.39811 -1.25500 0.57729
O 2.36728 1.80135 -4.73622
H 1.39799 -0.60785 -0.74858
H -2.97579 2.59961 1.24019
O 0.76443 -3.06007 -3.44318
H 0.01787 2.85745 2.21640
H 1.26403 -2.48971 -3.97208
O 2.69634 -1.35337 2.93537
H 1.89672 -1.23761 2.42792
H 1.25341 -4.15055 1.43621
O -0.85105 -0.76738 -1.58361
H -4.98730 1.44573 0.72682
H -1.55268 -0.69773 -1.04415
O 2.27556 -0.64758 -0.66452
H 2.63461 -0.62231 3.51036
H 2.44319 -0.55286 0.29812
O -1.47047 0.42969 3.14781
H -1.98930 1.29859 1.89841
H 1.74014 3.69302 -2.55204
O 0.10568 3.29845 1.34937
H 0.78061 2.59429 1.03929
H 1.37271 1.69885 -4.92068
O -4.76878 1.76662 -0.09910
H 1.15011 -3.36368 -2.69681
O 2.97444 -4.13018 0.87920
H 3.28243 -3.23027 1.31549
H -3.77745 1.71018 -0.08399
O -3.60023 -1.14636 1.26573
H -3.18010 -0.73829 2.12217
H -3.13599 -0.41903 0.75765
O 0.59062 -4.77557 1.03964
H 1.07784 -5.44545 1.24895
H -1.80374 0.75484 3.89327
O -2.51480 1.81272 1.03355
H -1.07222 -1.69262 -2.09444
H 2.40072 -3.76303 0.29271
O -1.39551 3.51196 -0.65620
H -1.59195 2.74577 -0.21041
H -0.83554 4.03714 0.05531
```

Summary:
Strongest force on any atom (Eh/bohr): 0.1669
Net charge: -1
Gap between HOMO and LUMO (eV): 8.787
E (eV): -31181.666


The following is a DFT calculation (ωB97M-V/def2-TZVPD) of a gas-phase ion, C5H11N2O2 (charge +1) in a non-equilibrium geometry.

Geometry as XYZ:
```
20
Properties=species:S:1:pos:R:3
C 1.19098 -1.33266 0.17381
C -0.11137 -1.15114 -0.63023
N -0.87362 0.05552 -0.22533
C -0.16815 1.32479 -0.60783
C 1.20318 1.27046 0.24000
N 1.89345 0.01824 -0.06643
O -1.35311 -0.07714 1.03481
C -2.86785 0.03721 0.41836
O -2.13778 0.02144 -0.83168
H 1.11520 -1.60289 1.20323
H 1.72253 -2.01744 -0.35372
H 0.08118 -0.96626 -1.64977
H -0.75839 -2.00258 -0.53294
H -0.82134 2.19740 -0.33630
H 0.14847 1.06911 -1.63778
H 1.81317 2.11795 -0.08156
H 0.88197 1.48641 1.30654
H 2.90473 0.11409 0.22591
H -3.55842 -0.73076 0.51954
H -3.02547 1.04554 0.85256
```

Summary:
Strongest force on any atom (Eh/bohr): 0.1234
SMILES string: C1C[N+]2(CCN1)OCO2
Net charge: +1
Gap between HOMO and LUMO (eV): 8.989
E (eV): -12426.116


The following is a DFT calculation (ωB97M-V/def2-TZVPD) of a molecular structure, C49H41F7N3O4P3RuS2Se2Te in a non-equilibrium geometry.

Geometry as XYZ:
```
113
Properties=species:S:1:pos:R:3
Ru 0.28310 -0.01700 -0.64250
Se 0.01560 0.26710 6.98720
P 1.52560 0.39710 5.54490
C 2.73640 -0.93390 5.86480
C 3.83830 -0.79670 6.70110
C 4.57660 -1.91240 7.05390
C 4.22320 -3.16480 6.57950
C 3.12240 -3.30680 5.75150
C 2.37480 -2.19690 5.40540
C 2.35810 2.02040 5.58770
C 2.88780 2.47940 6.78900
C 3.46130 3.73500 6.85670
C 3.47240 4.55600 5.74120
C 2.89260 4.12490 4.56130
C 2.33670 2.86140 4.48240
C 0.98610 0.15230 3.86150
C 1.60580 -0.00310 2.61040
N 0.59050 -0.14890 1.72800
N -0.53780 -0.07920 2.37480
N -0.33720 0.09170 3.64490
P 3.27080 -0.10550 1.97370
Se 3.26460 0.05310 -0.14630
C 4.32630 1.14470 2.78050
C 4.92560 0.91610 4.01340
C 5.70960 1.90130 4.58460
C 5.89680 3.10960 3.93530
C 5.31040 3.33040 2.69990
C 4.52260 2.35250 2.12280
C 3.90710 -1.74690 2.41670
C 3.02220 -2.81280 2.30000
C 3.47060 -4.10890 2.45760
C 4.80900 -4.34480 2.72630
C 5.69690 -3.28430 2.80550
C 5.25650 -1.98470 2.63860
H 4.12480 0.17760 7.06950
H 5.42540 -1.81120 7.71580
H 4.79640 -4.03430 6.86780
H 2.83920 -4.28390 5.38730
H 1.49400 -2.30140 4.78480
H 2.82130 1.85750 7.67180
H 3.89000 4.08450 7.78480
H 3.91710 5.53950 5.79550
H 2.87380 4.77120 3.69880
H 1.88940 2.53160 3.55630
H 4.78400 -0.02730 4.51940
H 6.17530 1.72890 5.54360
H 6.49610 3.88100 4.39780
H 5.46400 4.26780 2.18800
H 4.05450 2.50810 1.16010
H 1.98300 -2.61020 2.07850
H 2.77880 -4.93240 2.35510
H 5.16490 -5.35770 2.85340
H 6.74570 -3.47040 2.98020
H 5.95120 -1.15730 2.67280
F 0.43600 7.02930 0.85100
C -0.00960 5.79810 0.53530
C 0.77370 4.67330 0.77060
F 2.00500 4.81110 1.29230
C 0.28360 3.41830 0.46860
F 1.08120 2.34910 0.69920
C -0.99450 3.20370 -0.07840
S -1.63120 1.64100 -0.36810
C -1.74130 4.36960 -0.34640
F -2.95260 4.26880 -0.91390
C -1.26780 5.63090 -0.03900
F -2.02190 6.71570 -0.28890
O -1.86100 -1.34540 -0.03860
S -2.67090 -1.79500 -1.18360
C -3.84880 -2.99620 -0.48440
C -3.91890 -3.23650 0.87400
C -4.76810 -4.22550 1.34390
C -5.51390 -4.98040 0.45340
C -5.42700 -4.74440 -0.90970
C -4.58860 -3.75100 -1.38060
C -3.95040 -0.52570 -1.40540
C -4.45290 0.14550 -0.30740
C -5.31870 1.20990 -0.49480
C -5.65850 1.61210 -1.77600
C -5.15010 0.93320 -2.87130
C -4.30410 -0.14750 -2.68680
H -3.29180 -2.65430 1.53330
H -4.83790 -4.42270 2.40350
H -6.15010 -5.77360 0.81950
H -6.00050 -5.34970 -1.59840
H -4.49050 -3.56400 -2.44040
H -4.12750 -0.14470 0.67990
H -5.69880 1.75430 0.35710
H -6.29620 2.47260 -1.92380
H -5.38950 1.26340 -3.87230
H -3.88120 -0.66960 -3.53080
C 1.70070 -2.15000 -5.49140
C 0.78450 -1.77800 -4.34010
O -0.06740 -0.72460 -4.76520
P -0.58180 0.30700 -3.63280
O -1.34990 -0.41420 -2.59440
Te 1.28880 1.57130 -2.77640
O -1.60940 1.17880 -4.48140
C -1.19590 2.00050 -5.55590
C -1.34060 1.29000 -6.89660
H 2.30700 -3.00660 -5.20690
H 2.34540 -1.30840 -5.73530
H 1.11490 -2.40620 -6.37340
H 1.38140 -1.46000 -3.47100
H 0.17020 -2.63140 -4.04140
H -0.15250 2.30950 -5.39340
H -1.83940 2.88750 -5.52470
H -0.71390 0.40220 -6.91810
H -1.04310 1.95760 -7.70370
H -2.37580 0.99070 -7.05200
F 1.94400 -2.65170 -1.13500
C 0.65810 -2.31270 -0.74480
F -0.14100 -2.99960 -1.63750
H 0.48220 -2.78840 0.23800
```

Summary:
Strongest force on any atom (Eh/bohr): 0.0496
Multiplicity: 6
Net charge: -1
Gap between HOMO and LUMO (alpha / beta) (eV): 6.668 / 6.459
E (eV): -273267.832